[1]
C8H21BI2IrNOP2 | the ωB97M-V functional and the def2-TZVPD basis

Structure (XYZ):
```
37
Properties=species:S:1:pos:R:3
I 0.00 -1.33 -6.76
I 0.00 1.35 -6.86
Ir 0.00 0.00 -0.39
P -2.31 0.01 -0.25
C -3.26 -0.06 -1.81
C -3.00 -1.38 0.73
H -4.08 -1.29 0.84
H -4.08 1.41 0.72
H -2.52 -1.38 1.71
H -2.51 1.57 1.58
H -3.00 -0.97 -2.36
H -2.76 -2.32 0.22
C -2.99 1.49 0.60
H -4.34 -0.05 -1.62
H -2.75 2.38 0.02
H -3.00 0.80 -2.43
P 2.31 0.00 -0.24
C 3.27 -0.07 -1.80
C 3.00 1.47 0.61
H 2.50 -1.39 1.71
H 4.07 -1.32 0.85
H 2.74 -2.34 0.23
C 2.99 -1.40 0.73
H 2.51 1.55 1.59
H 4.08 1.38 0.74
H 4.35 -0.07 -1.60
H 3.01 0.79 -2.42
H 2.77 2.36 0.03
H 3.00 -0.98 -2.35
C 0.00 -0.08 -2.21
O 0.00 -0.13 -3.38
B 0.00 0.00 4.47
C 0.00 0.00 2.87
N 0.00 0.00 1.61
H -0.97 0.56 4.87
H 0.97 0.56 4.87
H 0.00 -1.12 4.87
```

Output
relative energy (zero: lowest compared OMol25 entry of this formula, charge and spin)	0.0000	eV
Kohn-Sham gap (alpha / beta)	7.3 / 4.9	eV
charge	+3
2S+1	6
electronic energy	-1853.48586	Ha
HOMO energy (alpha / beta)	-17.4 / -19.0	eV

---

[2]
C40H54CsN7O4SSi3 | the ωB97M-V functional and the def2-TZVPD basis

Structure (XYZ):
```
110
Properties=species:S:1:pos:R:3
Cs 0.23 -0.18 -0.44
C 3.20 -3.15 2.02
C 2.63 -2.59 0.72
O 1.52 -2.00 0.82
C 3.37 -2.78 -0.44
C 3.07 -2.32 -1.77
C 4.11 -2.65 -2.83
N 2.01 -1.63 -2.08
N 1.95 -1.30 -3.45
C 1.14 -0.30 -3.69
O 0.44 0.40 -2.91
C 1.10 0.07 -5.16
C 0.77 1.38 -5.51
C 0.79 1.79 -6.84
C 1.10 0.88 -7.85
C 1.42 -0.43 -7.51
C 1.44 -0.83 -6.18
H 3.19 -2.36 2.78
H 4.21 -3.54 1.91
H 2.54 -3.95 2.38
H 4.31 -3.30 -0.33
H 4.90 -3.27 -2.41
H 4.54 -1.74 -3.24
H 3.64 -3.17 -3.67
H 0.53 2.06 -4.70
H 0.58 2.82 -7.09
H 1.11 1.20 -8.88
H 1.67 -1.14 -8.29
H 1.72 -1.83 -5.89
N -1.54 -0.63 4.94
C -1.44 0.54 5.73
C -0.24 0.86 6.35
C -0.14 2.02 7.12
C -1.23 2.86 7.25
C -2.43 2.55 6.61
C -2.54 1.37 5.88
S -4.06 0.94 5.10
N -3.57 -0.09 3.83
C -2.47 -0.71 3.92
C -2.21 -1.79 2.91
C -1.96 -3.07 3.38
C -1.83 -4.10 2.45
C -1.96 -3.80 1.11
C -2.19 -2.48 0.74
N -2.30 -1.49 1.63
H -0.63 -0.98 4.66
H 0.62 0.23 6.20
H 0.80 2.27 7.58
H -1.15 3.78 7.81
H -3.27 3.22 6.66
H -1.89 -3.26 4.44
H -1.64 -5.11 2.78
H -1.86 -4.56 0.35
H -2.25 -2.18 -0.30
C -1.92 3.35 0.30
O -0.69 2.71 0.49
Si 0.33 2.98 1.82
C 0.34 4.86 2.09
C -0.68 2.31 3.28
C 1.94 2.25 1.57
Si 2.68 1.25 2.85
C 2.98 2.16 4.51
C 1.70 -0.30 3.35
C 4.39 0.54 2.43
Si 2.91 2.81 0.14
C 3.84 1.42 -0.75
C 4.25 4.09 0.58
C 1.88 3.63 -1.22
H -2.02 4.28 0.87
H -2.75 2.69 0.59
H -2.04 3.60 -0.76
H -0.65 5.31 2.22
H 0.86 5.39 1.29
H 0.90 5.04 3.01
H -1.51 3.00 3.51
H -0.10 2.18 4.20
H -1.13 1.35 3.02
H 2.05 2.49 4.97
H 3.60 3.04 4.33
H 3.51 1.51 5.23
H 0.73 -0.03 3.78
H 2.26 -0.87 4.11
H 1.54 -0.95 2.49
H 5.08 1.30 2.05
H 4.32 -0.25 1.68
H 4.83 0.11 3.34
H 4.56 0.93 -0.09
H 4.38 1.78 -1.63
H 3.14 0.65 -1.07
H 4.98 3.67 1.28
H 3.80 4.96 1.07
H 4.79 4.44 -0.31
H 1.28 2.87 -1.73
H 2.56 4.08 -1.95
H 1.20 4.40 -0.86
N -2.10 2.62 -5.99
C -2.83 2.38 -4.86
O -3.63 3.18 -4.42
C -2.59 1.04 -4.24
C -2.20 -0.06 -4.98
C -2.07 -1.28 -4.34
C -2.33 -1.33 -2.98
N -2.66 -0.27 -2.25
C -2.78 0.89 -2.87
H -2.12 3.58 -6.30
H -1.21 2.15 -6.10
H -2.01 0.02 -6.05
H -1.75 -2.16 -4.87
H -2.23 -2.28 -2.45
H -3.02 1.76 -2.26
```

Output
relative energy (zero: lowest compared OMol25 entry of this formula, charge and spin)	0.3090	eV
Kohn-Sham gap	4.7	eV
charge	-2
electronic energy	-3527.88739	Ha
HOMO energy	-1.1	eV

---

[3]
C41H77BrN6O5S | the ωB97M-V functional and the def2-TZVPD basis

Structure (XYZ):
```
131
Properties=species:S:1:pos:R:3
C 1.70 5.22 2.92
C 1.25 5.86 1.45
O 1.45 7.17 1.28
N 0.62 4.92 0.44
C 1.30 5.08 -0.92
C 2.84 4.47 -0.95
C 2.85 3.01 -1.70
C 3.77 1.86 -0.94
C 2.92 0.82 -0.01
Br 1.92 1.91 1.34
C 1.75 0.06 -0.94
N 0.88 -0.56 -1.66
C 3.82 -0.41 0.64
C 3.71 -1.66 -0.47
N 3.51 -2.75 -1.13
C 5.42 -0.08 0.77
C 5.80 1.07 1.88
C 6.22 0.48 3.36
S 7.69 -0.71 3.33
C 3.16 -0.87 2.10
C 3.73 -2.30 2.66
C 2.99 -2.87 4.00
C 1.75 -1.96 4.56
C 2.26 -0.74 5.58
C 1.05 0.21 6.12
C 0.08 0.84 4.94
C -0.53 2.34 5.36
C -2.17 2.27 5.65
C -2.93 3.70 5.25
C -2.87 3.88 3.59
C -4.42 3.97 3.05
N -4.56 3.79 1.53
C -5.84 4.05 0.72
C -5.48 3.65 -0.85
C -3.91 3.19 -0.89
C -3.40 3.32 0.66
H 1.07 4.24 3.19
H 2.86 4.93 2.89
H 1.51 6.09 3.70
H -0.40 5.15 0.39
H 0.58 4.55 -1.70
H 1.26 6.23 -1.18
H 3.20 4.30 0.15
H 3.54 5.27 -1.44
H 1.73 2.70 -1.85
H 3.30 3.16 -2.79
H 4.52 2.46 -0.24
H 4.45 1.27 -1.70
H 5.95 -1.11 1.06
H 5.93 0.24 -0.26
H 6.76 1.65 1.47
H 4.95 1.90 1.94
H 6.52 1.41 4.05
H 5.35 -0.09 3.92
H 7.17 -1.94 3.85
H 2.01 -1.02 1.88
H 3.37 -0.07 2.96
H 4.87 -2.11 2.96
H 3.75 -3.17 1.87
H 2.53 -3.93 3.71
H 3.72 -3.07 4.90
H 1.01 -1.57 3.74
H 1.10 -2.68 5.26
H 2.68 -1.32 6.54
H 3.14 -0.10 5.13
H 1.57 1.15 6.64
H 0.35 -0.38 6.86
H -0.83 0.15 4.66
H 0.70 0.98 3.93
H -0.31 3.07 4.46
H 0.06 2.76 6.31
H -2.33 2.00 6.80
H -2.62 1.34 5.06
H -4.04 3.69 5.63
H -2.34 4.56 5.77
H -2.22 4.84 3.30
H -2.34 2.89 3.20
H -5.01 4.92 3.41
H -4.98 3.03 3.53
H -6.88 4.44 1.07
H -6.17 3.68 -1.80
H -3.22 2.82 -1.77
H -2.28 3.05 0.95
C -1.82 -3.13 -8.52
O -2.32 -2.64 -7.28
C -1.82 -3.35 -6.14
C -0.79 -2.51 -5.37
N 0.46 -2.37 -6.12
C 1.36 -1.33 -5.61
C 0.83 0.12 -5.54
O 0.63 0.74 -6.81
C -0.58 0.36 -7.46
H -2.43 -2.71 -9.32
H -0.79 -2.81 -8.68
H -1.88 -4.22 -8.57
H -1.43 -4.34 -6.40
H -2.68 -3.51 -5.48
H -0.58 -2.98 -4.40
H -1.25 -1.53 -5.18
H 0.25 -2.16 -7.09
H 2.24 -1.33 -6.27
H 1.72 -1.63 -4.62
H 1.61 0.72 -5.04
H -0.06 0.21 -4.91
H -1.40 0.20 -6.76
H -0.41 -0.52 -8.07
H -0.86 1.17 -8.14
C -1.51 -6.31 -0.51
O -1.66 -4.99 0.01
C -1.26 -3.96 -0.91
C -2.49 -3.22 -1.46
N -3.26 -4.07 -2.39
C -4.60 -3.57 -2.70
C -5.58 -3.32 -1.53
O -6.04 -4.51 -0.89
C -5.13 -5.08 0.04
H -1.59 -7.01 0.32
H -2.32 -6.54 -1.21
H -0.54 -6.45 -1.00
H -0.62 -4.34 -1.71
H -0.67 -3.25 -0.33
H -2.16 -2.33 -2.00
H -3.10 -2.91 -0.61
H -3.36 -5.00 -1.98
H -5.06 -4.30 -3.37
H -4.50 -2.64 -3.27
H -6.47 -2.85 -1.96
H -5.20 -2.61 -0.79
H -4.56 -4.32 0.58
H -4.47 -5.77 -0.48
H -5.70 -5.66 0.77
```

Output
Kohn-Sham gap	7.6	eV
charge	0
electronic energy	-5284.52294	Ha
HOMO energy	-7.8	eV
SMILES	CC(=O)NCCCC[C@@](Br)(C#N)[C@@](C#N)(CCCS)CCCCCCCCCCCCn1cccc1.COCCNCCOC.COCCNCCOC

---

[4]
CH10NO2 | the ωB97M-V functional and the def2-TZVPD basis

Structure (XYZ):
```
14
Properties=species:S:1:pos:R:3
C 0.09 1.56 1.35
N 0.88 0.47 0.62
H 0.24 1.27 2.39
H 0.66 2.48 1.26
H -0.96 1.61 1.08
H 0.69 -0.48 0.91
H 1.86 0.67 0.79
H 0.73 0.60 -0.41
H -1.89 -2.03 -0.35
H -1.44 -2.52 1.07
O -1.17 -1.92 0.32
H -0.07 -0.63 -2.57
H 0.26 0.89 -2.65
O 0.34 0.10 -2.08
```

Output
relative energy (zero: lowest compared OMol25 entry of this formula, charge and spin)	0.2072	eV
Kohn-Sham gap (alpha / beta)	13.8 / 4.1	eV
charge	+2
2S+1	2
electronic energy	-248.49591	Ha
HOMO energy (alpha / beta)	-22.1 / -20.7	eV

---

The evaluated M for the records listed, in turn: 666.047, 946.147, 846.075, 68.096 g/mol.